{
  "formula": "C6H10N2S2",
  "method": "ωB97M-V with the def2-TZVPD basis set",
  "symbols": ["C", "C", "C", "C", "C", "C", "N", "N", "S", "S", "H", "H", "H", "H", "H", "H", "H", "H", "H", "H"],
  "positions_angstrom": [[-0.61461, -0.52043, 0.07501], [-2.35152, 0.58441, 0.12902], [0.85173, 0.98855, 1.25770], [0.68378, 0.97789, -1.38724], [1.89371, -0.88020, -0.04548], [0.67714, 0.16578, 0.00378], [-1.09406, -1.65202, 0.15654], [-2.36876, -1.95779, -0.08278], [-2.53331, 2.18319, 0.09665], [-3.51146, -0.57524, -0.03864], [0.88886, 0.45256, 2.22669], [1.78060, 1.49436, 1.14237], [0.15825, 1.79805, 1.19988], [0.22412, 0.26784, -2.02911], [1.62005, 1.26841, -1.87774], [-0.04125, 1.75858, -1.32153], [1.89504, -1.61893, -0.98576], [1.55494, -1.52303, 0.80831], [3.00487, -0.58997, 0.00620], [-2.71813, -2.62200, 0.66614]],
  "atomic_forces_ev_per_a": [[-3.03, 0.50, -0.05], [2.74, -1.22, 0.35], [0.44, 0.38, -0.15], [-0.42, -1.00, 1.45], [-0.76, -2.52, -0.93], [2.86, 0.02, -1.67], [1.30, 0.37, -0.36], [-1.40, -1.61, 1.60], [0.16, 1.50, -0.12], [-0.65, -0.81, -0.44], [-0.45, 0.14, -0.73], [1.12, 0.35, 0.09], [-0.97, 0.40, 0.67], [-0.31, -0.63, -1.04], [0.02, 0.02, 0.90], [-0.19, 0.98, 0.00], [-0.49, 1.76, 1.82], [1.27, 0.08, -0.52], [-2.06, 0.42, 0.38], [0.82, 0.86, -1.25]],
  "multiplicity": 3,
  "e_tot_ha": -1140.2798,
  "fmax_ev_per_a": 3.31,
  "orbital_gap_ev": [6.42, 6.21]
}



{
  "formula": "C5H9FO5PS",
  "method": "ωB97M-V with the def2-TZVPD basis set",
  "symbols": ["C", "C", "C", "O", "C", "O", "C", "F", "S", "O", "O", "O", "P", "H", "H", "H", "H", "H", "H", "H", "H", "H"],
  "positions_angstrom": [[-1.58299, -0.70695, 1.87687], [-0.19879, -1.35335, 1.68630], [-0.14637, -2.80059, 2.16490], [0.25954, -1.34116, 0.32565], [0.55664, -0.03578, -0.10221], [0.59191, 0.92081, 0.63416], [1.06591, -0.21062, -1.41793], [0.21115, -1.06565, -2.15711], [1.23290, 1.39247, -2.22391], [1.58696, 1.21563, -3.60550], [2.02775, 2.29260, -1.42669], [-0.35442, 2.07369, -2.37707], [-0.59288, 3.61148, -2.88761], [-2.41048, -1.47116, 1.33637], [-1.75920, -0.60564, 2.87262], [-1.50235, 0.20353, 1.43315], [0.54704, -0.82903, 2.27858], [-0.27868, -3.48200, 1.45502], [-0.83629, -3.03041, 2.98503], [0.92188, -2.88450, 2.63021], [0.50134, 3.73917, -3.73490], [0.15945, 4.36747, -1.74592]],
  "atomic_forces_ev_per_a": [[-0.37, -5.02, -3.35], [-0.41, -0.63, 0.25], [2.74, 2.68, 4.18], [-1.04, 0.99, 1.21], [1.14, -1.55, 0.51], [-0.40, 0.01, 0.33], [-0.89, 1.99, -1.93], [0.86, 0.45, -0.09], [-0.26, -0.79, 0.00], [0.10, -0.08, -0.06], [-0.56, -0.30, -0.35], [0.62, -0.51, 0.43], [0.74, 0.72, 2.09], [2.01, 2.32, 1.45], [-0.82, 0.14, 2.93], [-0.50, 2.66, -1.40], [-0.18, 0.50, 0.04], [-0.45, -2.75, -3.22], [-0.04, 0.35, -0.10], [-1.78, -0.52, -0.91], [0.49, 0.18, -0.49], [-0.99, -0.81, -1.53]],
  "multiplicity": 1,
  "total_charge": -1,
  "e_tot_ha": -1411.5014,
  "fmax_ev_per_a": 6.05,
  "orbital_gap_ev": 7.91
}



{
  "formula": "C5H8N2O5PS2",
  "method": "ωB97M-V with the def2-TZVPD basis set",
  "symbols": ["N", "C", "O", "C", "N", "C", "S", "S", "C", "C", "O", "O", "P", "O", "O", "H", "H", "H", "H", "H", "H", "H", "H"],
  "positions_angstrom": [[2.14183, -0.96262, -1.21472], [0.84161, -1.37122, -0.97226], [0.74671, -2.08636, 0.19579], [-0.14243, -0.23982, -0.98184], [0.21552, 0.84786, -0.04719], [0.35382, 2.12184, -0.47416], [0.37818, 2.61145, -2.03231], [0.55236, 3.15838, 0.98844], [-0.45947, 1.96147, 1.93765], [-0.28927, 0.57286, 1.25508], [0.30788, -0.37810, 1.87382], [-1.74936, 0.28028, 0.91703], [-1.82698, -0.63395, -0.36889], [-2.93799, -0.32908, -1.27136], [-1.80089, -2.18734, 0.05417], [2.79275, -1.84958, -1.25739], [2.40037, -0.34482, -0.50972], [0.59577, -2.02675, -1.85737], [0.68642, -1.34024, 1.00249], [-0.18775, 0.17883, -2.03405], [-1.53508, 2.37618, 1.84543], [-0.19410, 1.97834, 3.00770], [-0.88990, -2.33761, -0.05631]],
  "atomic_forces_ev_per_a": [[2.92, -2.09, -2.52], [-0.79, -1.68, -1.23], [0.00, -0.73, 1.21], [-0.27, 1.47, -1.31], [0.67, -0.02, -2.60], [0.29, -0.16, 0.79], [0.29, 0.50, -0.07], [-0.33, -0.57, -0.52], [-1.23, 1.35, 0.59], [-1.03, 1.27, 1.51], [0.18, 0.11, 0.69], [-0.25, -0.68, 0.23], [-0.95, -0.65, -0.27], [-0.33, 0.20, -0.17], [-2.90, 1.71, -0.35], [-1.68, 2.61, 0.47], [1.12, 1.13, 1.50], [-0.30, 0.27, 0.82], [-0.24, -0.79, -0.36], [-0.14, -0.30, 1.34], [1.70, -1.08, 0.16], [0.13, -0.26, -0.58], [3.15, -1.62, 0.67]],
  "multiplicity": 1,
  "total_charge": -1,
  "e_tot_ha": -1818.9496,
  "fmax_ev_per_a": 4.39,
  "orbital_gap_ev": 8.46
}



{
  "formula": "C22H42LuNP3Se",
  "method": "ωB97M-V with the def2-TZVPD basis set",
  "symbols": ["Lu", "P", "P", "P", "H", "C", "C", "H", "C", "C", "C", "C", "C", "C", "C", "C", "C", "H", "H", "H", "H", "H", "H", "H", "H", "H", "H", "H", "H", "H", "H", "H", "H", "H", "H", "H", "H", "H", "H", "H", "H", "H", "H", "H", "H", "H", "C", "C", "C", "C", "C", "C", "Se", "H", "H", "H", "H", "H", "H", "C", "C", "C", "N", "C", "C", "H", "H", "H", "H", "H"],
  "positions_angstrom": [[-0.10174, -0.49126, -0.12120], [0.24908, 1.96385, 1.40214], [-2.70775, 0.42410, -0.38152], [2.65482, -0.29750, -0.39280], [-1.45772, -3.21670, -8.60287], [-0.59871, -3.85828, -8.36383], [-0.75642, -5.10110, -7.91727], [-1.75414, -5.53446, -7.77401], [0.36270, 3.61076, 0.58306], [-1.08916, 2.33915, 2.61451], [1.71114, 2.10505, 2.51824], [-3.34720, -0.67258, -1.70581], [-3.93226, 0.20175, 0.96109], [-3.15362, 2.08248, -1.02442], [2.96444, -1.54082, -1.70216], [3.75271, -0.86474, 0.95432], [3.56922, 1.15188, -1.03875], [0.39214, -3.47215, -8.63986], [0.09722, -5.78254, -7.81319], [0.39962, 4.42538, 1.31838], [-0.50299, 3.75320, -0.08046], [1.27244, 3.63623, -0.03705], [-0.82644, 3.18438, 3.26532], [-1.26399, 1.44694, 3.23876], [-2.01846, 2.56714, 2.07404], [1.67289, 3.01858, 3.13034], [2.63368, 2.10595, 1.92071], [1.73782, 1.23007, 3.18800], [-4.44512, -0.69148, -1.67504], [-2.95604, -1.69343, -1.56031], [-3.00052, -0.31435, -2.68244], [-4.82343, 0.81774, 0.77694], [-3.47767, 0.50043, 1.91587], [-4.22099, -0.85122, 1.02667], [-4.24375, 2.16956, -1.12697], [-2.67221, 2.23845, -1.99902], [-2.79152, 2.85507, -0.33069], [4.03652, -1.77468, -1.74118], [2.62282, -1.15195, -2.66875], [2.39441, -2.45465, -1.48889], [4.79477, -0.93223, 0.61469], [3.42259, -1.84258, 1.31096], [3.68751, -0.15182, 1.79154], [4.64302, 0.92625, -1.07274], [3.40232, 2.02137, -0.39123], [3.20670, 1.39663, -2.04554], [0.10085, 0.13076, -4.02441], [-0.35280, -1.19926, -4.05890], [-0.35116, -1.92377, -5.23932], [0.05101, -1.31226, -6.43114], [0.48078, 0.02603, -6.42938], [0.51236, 0.74079, -5.23244], [0.16106, 1.14599, -2.42772], [-0.18660, -1.83308, -1.45364], [-0.68573, -1.66810, -3.12335], [-0.67098, -2.97032, -5.23199], [0.01590, -1.89259, -7.34991], [0.77896, 0.50817, -7.35906], [0.85512, 1.78319, -5.21224], [-0.53310, -3.58304, 3.88746], [-0.19937, -2.26894, 4.23504], [-0.06162, -1.30720, 3.23160], [-0.24141, -1.60025, 1.91998], [-0.58317, -2.87404, 1.58205], [-0.72346, -3.87458, 2.53016], [-0.64246, -4.35363, 4.65599], [-0.04303, -1.95816, 5.27097], [0.19614, -0.26027, 3.45279], [-0.73778, -3.04919, 0.51295], [-0.98005, -4.87503, 2.19850]],
  "atomic_forces_ev_per_a": [[-0.20, -0.26, 1.74], [0.15, 1.74, 0.85], [-1.34, 0.28, -0.62], [1.45, -0.17, -0.87], [0.30, -0.27, 0.16], [-0.03, 0.04, -0.27], [-0.02, -0.24, -0.31], [0.45, 0.24, 0.08], [0.04, -0.34, -0.60], [-0.25, -0.68, -0.10], [0.14, -0.65, -0.08], [0.17, -0.28, 0.10], [0.41, -0.03, 0.46], [0.43, 0.12, 0.18], [-0.14, -0.18, 0.11], [-0.46, 0.21, 0.57], [-0.31, 0.19, 0.14], [-0.34, -0.23, 0.12], [-0.37, 0.35, 0.11], [-0.01, -0.29, -0.15], [0.23, 0.10, 0.18], [-0.26, 0.13, 0.17], [0.01, -0.22, -0.29], [-0.08, 0.41, -0.11], [0.19, -0.01, 0.22], [-0.09, -0.26, -0.30], [-0.19, 0.05, 0.23], [0.15, 0.36, -0.14], [0.29, 0.01, -0.12], [-0.27, 0.28, -0.08], [-0.16, -0.06, 0.15], [0.27, -0.20, -0.04], [-0.29, -0.08, -0.18], [0.04, 0.13, 0.04], [0.31, -0.05, -0.02], [-0.18, 0.07, 0.15], [-0.20, -0.12, -0.23], [-0.25, 0.07, -0.09], [0.14, -0.10, 0.14], [0.22, 0.16, -0.08], [-0.32, 0.06, -0.08], [0.08, 0.03, 0.02], [0.13, -0.29, -0.23], [-0.28, 0.06, -0.04], [0.14, -0.12, -0.17], [0.16, -0.01, 0.17], [0.08, 1.54, 2.24], [-0.66, -2.20, -0.07], [-0.25, -0.12, 1.27], [0.06, 0.09, -0.02], [0.22, 1.19, 0.88], [0.49, 0.77, -2.01], [0.16, -0.88, -2.55], [-0.04, -0.36, -0.09], [0.20, 0.21, -0.49], [0.06, 0.41, -0.13], [0.03, 0.16, 0.10], [-0.02, -0.10, 0.25], [-0.16, -0.47, -0.11], [0.09, 0.40, -0.31], [0.05, 0.41, -0.17], [-0.03, -0.21, -0.18], [-0.15, -0.35, 0.20], [0.19, 0.49, 0.62], [-0.05, -0.14, 0.02], [0.04, 0.27, -0.33], [-0.08, -0.25, -0.34], [-0.13, -0.71, 0.01], [0.04, -0.24, 0.19], [0.00, 0.10, 0.11]],
  "multiplicity": 1,
  "total_charge": 3,
  "e_tot_ha": -5578.2434,
  "fmax_ev_per_a": 2.72,
  "orbital_gap_ev": [3.13, 3.10]
}



{
  "formula": "C2H6NO",
  "method": "ωB97M-V with the def2-TZVPD basis set",
  "symbols": ["C", "C", "N", "O", "H", "H", "H", "H", "H", "H"],
  "positions_angstrom": [[-1.16629, -1.27431, -0.00193], [-0.28409, 0.00322, -0.32009], [0.38444, 0.96222, 0.62097], [-1.62946, 0.06326, -0.44683], [-1.26766, -2.03986, -0.67391], [-1.29016, -1.54364, 0.98971], [1.10774, 0.91138, -2.58373], [1.36203, 0.63909, 0.74985], [-0.04564, 1.35131, 1.48847], [0.40062, 1.82979, -0.02931]],
  "atomic_forces_ev_per_a": [[2.58, 4.33, -0.67], [-2.97, -3.06, 0.56], [0.29, 2.17, -2.02], [1.02, 0.00, 0.68], [0.01, -1.44, -2.00], [-0.66, 0.02, 1.97], [-0.13, -0.11, 0.22], [-0.57, 0.39, 0.20], [-0.07, -1.03, -0.25], [0.51, -1.27, 1.32]],
  "multiplicity": 1,
  "total_charge": 1,
  "e_tot_ha": -209.2810,
  "fmax_ev_per_a": 5.09,
  "orbital_gap_ev": [10.37, 9.12]
}



{
  "formula": "CHN2O5S",
  "method": "ωB97M-V with the def2-TZVPD basis set",
  "symbols": ["C", "N", "N", "O", "O", "O", "O", "O", "S", "H"],
  "positions_angstrom": [[-1.35681, 0.14708, -0.49936], [-2.78954, -0.48148, -0.26330], [2.71063, -0.81246, -0.67063], [3.83095, -1.13898, -0.99336], [-1.29984, 0.98626, -1.34128], [-2.94371, -1.30998, 0.60230], [-3.64935, -0.15262, -1.02963], [-0.52534, -0.42130, 0.39166], [2.35803, 0.60255, 0.02277], [0.43221, -0.02962, 0.13276]],
  "atomic_forces_ev_per_a": [[0.73, -0.44, 1.43], [0.00, -0.91, 0.16], [-1.17, -2.34, -0.87], [1.18, 0.35, -0.03], [0.48, -0.81, 0.77], [0.38, -0.02, 0.50], [-0.45, 0.72, -0.71], [-0.74, 1.82, -2.77], [-0.37, 1.82, 0.84], [-0.03, -0.19, 0.69]],
  "multiplicity": 1,
  "total_charge": -1,
  "e_tot_ha": -922.5256,
  "fmax_ev_per_a": 3.40,
  "orbital_gap_ev": 6.40
}